ORCA calculation (ωB97M-V/def2-TZVPD) on a molecular structure, C40H33N2O2P2PdS3Se.

Values from the calculation:
HOMO	-10.427	eV
net charge	+1

Last column: Löwdin charge in e.
Geometry (Å):
1 Pd 0.470 -0.111 -0.489  0.234
2 S -0.564 -2.087 -1.357  0.317
3 P -1.447 -2.031 0.484  0.504
4 C -0.913 -0.490 0.971  -0.698
5 P -0.193 0.341 2.273  0.517
6 S 1.276 1.323 1.249  0.368
7 C 0.472 -0.740 3.546  -0.352
8 C -0.417 -1.384 4.408  -0.086
9 C 0.059 -2.318 5.314  -0.066
10 C 1.419 -2.596 5.372  -0.067
11 C 2.303 -1.952 4.520  -0.065
12 C 1.832 -1.030 3.598  -0.090
13 C -1.318 1.470 3.098  -0.341
14 C -1.054 1.903 4.398  -0.074
15 C -1.890 2.834 4.994  -0.063
16 C -2.983 3.331 4.298  -0.063
17 C -3.242 2.905 3.001  -0.062
18 C -2.409 1.978 2.396  -0.094
19 C -0.918 -3.401 1.526  -0.332
20 C -1.828 -4.065 2.344  -0.071
21 C -1.386 -5.075 3.189  -0.067
22 C -0.043 -5.411 3.222  -0.066
23 C 0.868 -4.744 2.410  -0.064
24 C 0.435 -3.742 1.561  -0.088
25 C -3.234 -2.162 0.386  -0.362
26 C -4.038 -1.250 1.061  -0.070
27 C -5.419 -1.389 1.020  -0.062
28 C -5.989 -2.425 0.295  -0.064
29 C -5.185 -3.330 -0.388  -0.062
30 C -3.807 -3.203 -0.341  -0.087
31 H -1.476 -1.155 4.375  0.118
32 H -0.628 -2.823 5.979  0.113
33 H 1.790 -3.318 6.089  0.112
34 H 3.363 -2.166 4.573  0.112
35 H 2.514 -0.528 2.923  0.074
36 H -0.204 1.511 4.943  0.112
37 H -1.690 3.171 6.003  0.111
38 H -3.635 4.055 4.767  0.111
39 H -4.091 3.302 2.460  0.111
40 H -2.585 1.655 1.377  0.061
41 H -2.878 -3.805 2.318  0.107
42 H -2.094 -5.598 3.818  0.111
43 H 0.298 -6.201 3.879  0.112
44 H 1.916 -5.014 2.435  0.114
45 H 1.136 -3.233 0.910  0.069
46 H -3.585 -0.433 1.608  0.084
47 H -6.048 -0.684 1.547  0.110
48 H -7.065 -2.529 0.258  0.111
49 H -5.634 -4.133 -0.957  0.111
50 H -3.178 -3.909 -0.872  0.112
51 C 4.072 1.783 -1.690  0.006
52 N 3.468 0.884 -2.662  -0.049
53 C 2.942 -0.325 -2.399  -0.695
54 Se 2.866 -1.220 -0.744  0.639
55 N 2.487 -0.825 -3.566  0.133
56 C 2.731 0.057 -4.603  -0.176
57 C 2.471 -0.005 -5.968  0.003
58 C 2.891 1.072 -6.721  -0.065
59 C 3.549 2.170 -6.139  -0.058
60 C 3.807 2.228 -4.785  0.002
61 C 3.372 1.148 -4.024  -0.155
62 H 3.686 1.541 -0.704  0.045
63 H 3.806 2.805 -1.952  0.093
64 H 5.155 1.670 -1.693  0.111
65 H 2.045 -1.729 -3.624  0.159
66 H 1.973 -0.853 -6.418  0.119
67 H 2.717 1.068 -7.789  0.112
68 H 3.863 2.994 -6.766  0.119
69 H 4.298 3.084 -4.346  0.118
70 O 1.623 5.288 -5.707  0.130
71 C 2.033 4.979 -4.460  -0.498
72 O 3.042 5.451 -4.019  0.126
73 C 1.174 4.034 -3.678  -0.141
74 C 0.474 2.997 -4.281  -0.025
75 C -0.226 2.084 -3.503  -0.090
76 C -0.274 2.238 -2.116  -0.621
77 S -1.310 1.161 -1.170  0.721
78 C 0.430 3.289 -1.517  -0.108
79 C 1.163 4.165 -2.291  -0.005
80 H 0.730 4.955 -5.864  0.111
81 H 0.507 2.858 -5.356  0.121
82 H -0.747 1.253 -3.962  0.110
83 H 0.381 3.413 -0.442  0.075
84 H 1.721 4.974 -1.837  0.131



ORCA calculation (ωB97M-V/def2-TZVPD) on a molecular structure, C10H21N3PSn at a distorted geometry.

Values from the calculation:
HOMO	-1.037	eV
net charge	-1

Last column: Löwdin charge in e.
Geometry (Å):
1 C -2.645 2.548 -1.804  -0.278
2 C -2.262 3.911 -1.593  -0.231
3 C -2.180 4.131 -0.187  -0.225
4 C -2.540 2.908 0.483  -0.232
5 C -2.777 1.914 -0.512  -0.263
6 Sn 0.745 0.755 -1.060  0.452
7 P -0.474 0.102 -3.365  0.472
8 H -2.795 2.055 -2.767  0.022
9 H -1.933 4.588 -2.382  0.046
10 H -1.682 4.986 0.275  0.045
11 H -3.044 0.845 -0.325  0.055
12 H -2.504 2.750 1.544  0.037
13 H 0.888 -0.190 -3.826  -0.134
14 H -0.951 1.187 -4.199  -0.117
15 H -1.387 -1.027 -3.321  -0.103
16 C 0.831 -2.597 -1.135  -0.162
17 N 1.206 -2.326 0.262  -0.155
18 C 2.345 -3.091 0.770  -0.091
19 C 0.627 -1.296 0.911  -0.530
20 N -0.466 -0.659 0.341  -0.091
21 N 1.158 -0.628 1.950  -0.143
22 C 2.043 -1.213 2.954  -0.064
23 C 0.549 0.668 2.296  -0.087
24 H 1.466 -3.449 -1.406  0.066
25 H 1.092 -1.758 -1.816  -0.043
26 H -0.238 -2.879 -1.198  0.080
27 H 3.243 -2.448 0.848  0.093
28 H 2.059 -3.615 1.700  0.092
29 H 2.540 -3.861 0.017  0.072
30 H -0.979 -1.245 -0.316  0.015
31 H 2.751 -0.450 3.285  0.088
32 H 1.466 -1.559 3.826  0.094
33 H 2.624 -2.069 2.601  0.037
34 H 0.850 1.449 1.561  0.013
35 H -0.555 0.607 2.295  0.088
36 H 0.927 0.957 3.289  0.081



ORCA calculation (ωB97M-V/def2-TZVPD) on a molecular structure, C8H22Cl2FeN2O2 at a distorted geometry.

Values from the calculation:
multiplicity	5
expectation value of S²	6.009
HOMO (alpha / beta)	-8.272 / -8.341	eV
net charge	0

Last column: Mulliken spin population.
Geometry (Å):
1 Fe -0.063 0.039 0.036  3.758
2 Cl 2.287 0.158 -0.743  0.058
3 Cl -2.347 0.058 0.609  0.085
4 C -0.264 -4.411 1.320  0.003
5 C -0.377 -2.900 1.317  -0.005
6 C 0.374 -2.151 2.404  0.001
7 O 0.301 -0.692 2.141  0.013
8 C 1.194 0.043 3.021  0.002
9 N 0.112 -2.304 0.037  0.039
10 H -0.632 -4.652 2.350  0.000
11 H 0.797 -4.705 1.309  0.000
12 H -0.875 -4.876 0.577  0.000
13 H -1.451 -2.648 1.460  -0.004
14 H 1.428 -2.414 2.301  -0.001
15 H 0.133 -2.249 3.451  0.000
16 H 1.658 -0.565 3.741  0.001
17 H 0.630 0.885 3.422  0.000
18 H 1.932 0.478 2.305  0.001
19 H -0.241 -2.650 -0.825  0.000
20 H 1.138 -2.319 -0.018  -0.001
21 C -0.541 4.325 -1.219  0.006
22 C -0.771 2.803 -1.001  -0.008
23 C -0.349 2.066 -2.274  -0.003
24 O -0.678 0.661 -2.212  0.017
25 C -0.285 -0.007 -3.399  0.002
26 N 0.038 2.267 0.108  0.040
27 H -0.044 4.801 -0.402  -0.001
28 H -1.486 4.892 -1.428  0.000
29 H 0.070 4.535 -2.105  -0.001
30 H -1.760 2.502 -0.804  -0.003
31 H 0.745 2.052 -2.370  -0.001
32 H -0.811 2.504 -3.147  0.000
33 H -0.890 0.387 -4.209  0.001
34 H -0.535 -1.067 -3.268  0.000
35 H 0.812 0.157 -3.514  0.000
36 H 1.059 2.444 0.013  0.000
37 H -0.307 2.555 1.018  0.001



ORCA calculation (ωB97M-V/def2-TZVPD) on 2 unconnected molecules or ions with the total composition C21H25F4O5 at a distorted geometry.

Values from the calculation:
HOMO	-3.509	eV
net charge	-1

Last column: Löwdin charge in e.
Geometry (Å):
1 F -0.755 -1.274 3.413  0.124
2 C 0.194 -2.028 2.837  -0.113
3 C 0.068 -3.375 2.721  -0.133
4 F -1.068 -4.013 3.063  0.109
5 C 1.179 -4.214 2.271  -0.275
6 O 1.032 -5.400 1.959  0.117
7 C 2.475 -3.530 2.210  -0.117
8 F 3.562 -4.327 2.186  0.108
9 C 2.580 -2.184 2.262  -0.104
10 F 3.779 -1.570 2.243  0.122
11 C 1.421 -1.304 2.461  -0.253
12 O 1.564 -0.082 2.616  0.156
13 C 0.611 3.691 3.077  -0.075
14 C -0.109 2.430 2.673  -0.221
15 O 0.428 2.018 1.398  -0.081
16 C 0.068 0.794 0.924  -0.532
17 C 1.078 0.335 -0.043  -0.115
18 C 0.848 -0.766 -0.952  -0.358
19 O 1.120 -0.601 -2.155  -0.010
20 C 0.389 -2.155 -0.529  -0.108
21 C -1.117 -2.358 -0.648  -0.187
22 C -1.646 -2.092 -2.065  -0.194
23 C -2.485 -0.821 -2.170  -0.197
24 C -2.023 0.210 -3.210  -0.208
25 C -2.250 1.669 -2.784  -0.210
26 C -1.218 2.156 -1.756  -0.201
27 C 0.203 2.355 -2.291  -0.205
28 C 1.284 2.647 -1.249  -0.184
29 C 1.956 1.444 -0.532  -0.167
30 O -0.986 0.238 1.203  0.046
31 H 0.251 4.001 4.059  0.068
32 H 1.689 3.523 3.144  0.078
33 H 0.410 4.485 2.349  0.076
34 H 0.079 1.615 3.379  0.110
35 H -1.178 2.612 2.522  0.122
36 H 0.906 -2.868 -1.191  0.131
37 H 0.702 -2.361 0.499  0.063
38 H -1.335 -3.398 -0.360  0.107
39 H -1.586 -1.694 0.091  0.095
40 H -0.812 -2.078 -2.775  0.103
41 H -2.275 -2.945 -2.336  0.097
42 H -3.491 -1.133 -2.478  0.100
43 H -2.610 -0.354 -1.184  0.105
44 H -0.966 0.054 -3.461  0.093
45 H -2.606 0.024 -4.119  0.099
46 H -2.241 2.316 -3.671  0.101
47 H -3.239 1.760 -2.317  0.104
48 H -1.553 3.103 -1.303  0.113
49 H -1.196 1.438 -0.924  0.090
50 H 0.507 1.494 -2.900  0.095
51 H 0.163 3.234 -2.955  0.103
52 H 2.105 3.126 -1.796  0.096
53 H 0.917 3.373 -0.509  0.097
54 H 2.521 1.822 0.328  0.109
55 H 2.658 0.955 -1.222  0.109



ORCA calculation (ωB97M-V/def2-TZVPD) on a molecular structure, C31H33CrN6O at a distorted geometry.

Values from the calculation:
multiplicity	5
expectation value of S²	6.015
HOMO (alpha / beta)	-11.027 / -11.043	eV
net charge	+1

Last column: Mulliken spin population.
Geometry (Å):
1 Cr -1.202 -0.546 2.566  4.024
2 C -0.915 0.082 -0.739  0.013
3 O -0.555 -0.030 0.600  -0.010
4 H -0.136 -0.302 -1.398  0.001
5 H -1.088 1.101 -1.085  0.000
6 H -1.731 -0.616 -0.926  0.003
7 N -0.257 -2.744 2.562  -0.041
8 C -0.836 -3.824 3.264  -0.003
9 C -0.515 -5.161 2.976  -0.001
10 C 0.371 -5.419 1.935  0.003
11 C 0.978 -4.348 1.301  0.000
12 C 0.697 -3.017 1.605  0.017
13 H -1.473 -3.585 4.102  0.004
14 H -1.009 -5.948 3.526  0.000
15 H 0.443 -6.482 1.757  0.000
16 H 1.718 -4.642 0.571  -0.001
17 H 1.118 -2.143 1.129  0.001
18 N -4.598 4.170 -4.668  0.000
19 C -4.789 2.861 -4.491  0.000
20 C -3.940 2.065 -3.793  0.000
21 C -2.799 2.624 -3.287  -0.001
22 C -2.546 3.950 -3.435  0.000
23 C -3.440 4.653 -4.257  0.000
24 H -5.697 2.431 -4.887  0.000
25 H -4.111 1.010 -3.640  0.000
26 H -2.178 1.949 -2.717  -0.001
27 H -1.772 4.415 -2.842  0.000
28 H -3.302 5.723 -4.303  0.000
29 N -1.585 -4.589 -2.802  0.000
30 C -0.924 -3.856 -1.915  0.001
31 C 0.462 -3.905 -1.793  0.001
32 C 1.201 -4.685 -2.696  0.000
33 C 0.516 -5.375 -3.726  0.000
34 C -0.869 -5.226 -3.753  0.000
35 H -1.507 -3.164 -1.325  0.000
36 H 0.837 -3.311 -0.973  -0.001
37 H 2.273 -4.558 -2.711  0.000
38 H 1.071 -5.749 -4.573  0.000
39 H -1.390 -5.789 -4.513  0.000
40 N -1.684 1.456 3.234  -0.049
41 C -2.412 2.259 2.364  0.031
42 C -2.769 3.599 2.612  -0.004
43 C -2.552 4.073 3.906  0.008
44 C -1.941 3.245 4.857  -0.002
45 C -1.530 1.999 4.439  0.018
46 H -2.602 1.852 1.382  -0.013
47 H -3.222 4.410 2.062  0.000
48 H -2.856 5.068 4.197  0.000
49 H -1.760 3.614 5.855  0.000
50 H -1.084 1.300 5.132  -0.002
51 N 3.166 3.855 -3.175  0.000
52 C 2.321 2.759 -3.085  0.000
53 C 2.770 1.476 -2.839  0.000
54 C 4.120 1.370 -2.795  0.000
55 C 5.029 2.461 -2.808  0.000
56 C 4.514 3.713 -3.001  0.000
57 H 1.254 2.797 -3.248  0.000
58 H 2.065 0.671 -2.698  0.000
59 H 4.537 0.397 -2.581  0.000
60 H 6.092 2.291 -2.726  0.000
61 H 5.047 4.648 -2.911  0.000
62 N 0.887 0.040 3.257  -0.038
63 C 1.697 1.068 2.738  0.024
64 C 3.008 1.322 3.182  -0.001
65 C 3.567 0.389 4.066  0.005
66 C 2.892 -0.710 4.599  -0.004
67 C 1.547 -0.802 4.171  0.012
68 H 1.107 1.529 1.960  0.003
69 H 3.516 2.198 2.807  0.000
70 H 4.549 0.576 4.474  0.000
71 H 3.291 -1.358 5.365  0.000
72 H 0.914 -1.584 4.564  0.002



ORCA calculation (ωB97M-V/def2-TZVPD) on a gas-phase ion, C4H8NO (charge +1) at a distorted geometry.

Values from the calculation:
HOMO	-12.521	eV
net charge	+1

Last column: Löwdin charge in e.
Geometry (Å):
1 C 2.313 -0.656 0.110  -0.112
2 C 1.380 0.590 -0.259  -0.144
3 C 0.023 0.437 0.224  -0.038
4 C -2.097 -0.776 0.056  -0.027
5 N -0.708 -0.545 -0.162  0.012
6 O 3.501 -0.449 0.155  0.107
7 H 2.042 1.412 0.096  0.131
8 H 1.514 0.455 -1.311  0.126
9 H -0.453 1.328 0.768  0.193
10 H -2.601 -0.776 -0.872  0.093
11 H -2.289 -1.784 0.624  0.161
12 H -2.415 0.090 0.594  0.088
13 H -0.419 -1.380 -0.785  0.223
14 H 4.062 0.348 -0.099  0.187